No. 1
Density functional theory data (ωB97M-V with the def2-TZVPD basis set) for a single C3H2ClN molecule.

The geometry in XYZ format:
```
7
Properties=species:S:1:pos:R:3:mulliken_charge:R:1
C -1.434 -0.722 0.580 -0.558
C 0.960 1.437 -0.560 0.033
C -0.226 -0.541 0.273 0.287
N 0.266 0.538 -0.324 -0.004
Cl 1.498 -1.607 0.180 -0.394
H -2.105 -1.374 1.043 0.293
H 1.041 2.269 -1.192 0.343
```

Properties
Spin multiplicity   1
E_HOMO (spin up / spin down)   -8.1 / -8.1 eV
Lowest unoccupied orbital energy (spin up / spin down)   -1.463 / -1.463 eV
Calculated total energy   -630.24704 a.u.
Frontier orbital gap (spin up / spin down)   6.6 / 6.6 eV
ΔE to the lowest compared entry with this formula, charge and spin   477.4 kJ/mol

=====

No. 2
Density functional theory data (ωB97M-V with the def2-TZVPD basis set) for a single C3H2ClN molecule.

The geometry in XYZ format:
```
7
Properties=species:S:1:pos:R:3:mulliken_charge:R:1
C 0.864 0.579 -0.046 0.036
C -0.103 -0.215 -0.126 -0.352
C -1.666 -0.103 -0.157 0.149
H 1.021 1.553 0.216 0.406
H 0.449 -1.187 -0.057 0.342
N -2.918 -0.295 0.141 -0.392
Cl 2.353 -0.332 0.029 -0.189
```

Properties
Spin multiplicity   1
E_HOMO   -10.5 eV
Lowest unoccupied orbital energy   -0.114 eV
Calculated total energy   -630.33294 a.u.
SMILES   N#C/C=C/Cl
Frontier orbital gap   10.4 eV
ΔE to the lowest compared entry with this formula, charge and spin   251.8 kJ/mol

=====

No. 3
Density functional theory data (ωB97M-V with the def2-TZVPD basis set) for a molecular structure, C3H2ClN.

The geometry in XYZ format:
```
7
Properties=species:S:1:pos:R:3:mulliken_charge:R:1
C 0.724 0.620 0.003 -0.445
C 0.007 -1.059 0.022 -0.122
C 1.796 -0.159 0.057 0.397
N 1.200 -1.479 -0.046 -0.459
Cl 3.496 0.166 0.012 -0.149
H 0.438 1.691 -0.196 0.323
H -0.898 -1.516 -0.087 0.456
```

Properties
Spin multiplicity   3
E_HOMO (spin up / spin down)   -6.9 / -9.9 eV
Lowest unoccupied orbital energy (spin up / spin down)   0.898 / -2.265 eV
Calculated total energy   -630.21822 a.u.
Frontier orbital gap (spin up / spin down)   7.8 / 7.7 eV
ΔE to the lowest compared entry with this formula, charge and spin   156.7 kJ/mol

=====

No. 4
Density functional theory data (ωB97M-V with the def2-TZVPD basis set) for a molecular structure, C3H2ClNO.

The geometry in XYZ format:
```
8
Properties=species:S:1:pos:R:3:mulliken_charge:R:1
C 0.675 -0.539 -0.525 0.228
C -0.582 -0.521 -0.431 -0.177
C -0.201 0.841 0.938 0.156
H -1.417 -0.887 -1.034 0.390
H -0.035 1.405 1.950 0.293
N -1.224 0.254 0.490 -0.465
O 1.027 0.554 0.347 -0.285
Cl 1.759 -1.107 -1.735 -0.140
```

Properties
Spin multiplicity   1
E_HOMO   -9.8 eV
Lowest unoccupied orbital energy   0.750 eV
Calculated total energy   -705.63126 a.u.
Frontier orbital gap   10.5 eV
ΔE to the lowest compared entry with this formula, charge and spin   138.7 kJ/mol

=====

No. 5
Density functional theory data (ωB97M-V with the def2-TZVPD basis set) for a single C3H2ClNO3S molecule.

The geometry in XYZ format:
```
11
Properties=species:S:1:pos:R:3:mulliken_charge:R:1
C -0.206 -0.271 0.706 0.337
C -0.116 0.475 1.861 -0.681
C 1.176 2.048 0.735 0.199
N 0.391 0.171 -0.368 -0.418
O 0.945 -0.178 -2.789 -0.499
O 0.119 -2.080 -1.449 -0.523
O 0.612 1.581 1.659 -0.046
S 0.147 -0.682 -1.735 0.951
Cl -1.773 -0.152 -2.146 -0.177
H -0.754 -1.204 0.698 0.414
H -0.539 0.292 2.829 0.442
```

Properties
Spin multiplicity   1
E_HOMO   -9.6 eV
Lowest unoccupied orbital energy   -0.690 eV
Calculated total energy   -1254.20100 a.u.
Frontier orbital gap   8.9 eV
ΔE to the lowest compared entry with this formula, charge and spin   278.5 kJ/mol

=====

No. 6
Density functional theory data (ωB97M-V with the def2-TZVPD basis set) for a single C3H2ClNOS molecule.

The geometry in XYZ format:
```
9
Properties=species:S:1:pos:R:3:mulliken_charge:R:1
C -1.005 -0.021 0.000 0.618
C 1.094 0.077 -0.002 0.278
C 0.646 1.349 -0.003 -0.197
H -3.153 0.730 0.009 0.152
H 1.104 2.364 -0.006 0.346
N 0.026 -0.795 0.002 -0.495
O -0.722 1.302 0.004 -0.305
S -2.676 -0.532 -0.001 -0.221
Cl 2.709 -0.462 0.001 -0.176
```

Properties
Spin multiplicity   1
E_HOMO   -8.9 eV
Lowest unoccupied orbital energy   0.597 eV
Calculated total energy   -1103.87441 a.u.
SMILES   Sc1nc(Cl)co1
Frontier orbital gap   9.5 eV
ΔE to the lowest compared entry with this formula, charge and spin   10.9 kJ/mol

=====

No. 7
Density functional theory data (ωB97M-V with the def2-TZVPD basis set) for a single C3H2ClNOS molecule.

The geometry in XYZ format:
```
9
Properties=species:S:1:pos:R:3:mulliken_charge:R:1
C -0.594 -0.248 -0.051 -0.009
C 1.505 -0.852 -0.035 0.163
C 0.210 0.785 -0.216 0.579
H -2.709 0.854 0.703 0.144
H 2.445 -1.513 -0.173 0.320
N 0.310 -1.353 0.025 -0.520
O 1.593 0.443 -0.070 -0.267
S -2.343 -0.470 -0.127 -0.214
Cl -0.417 2.353 -0.055 -0.196
```

Properties
Spin multiplicity   1
E_HOMO   -9.1 eV
Lowest unoccupied orbital energy   0.298 eV
Calculated total energy   -1103.82430 a.u.
SMILES   Sc1ncoc1Cl
Frontier orbital gap   9.4 eV
ΔE to the lowest compared entry with this formula, charge and spin   142.4 kJ/mol

=====

No. 8
Density functional theory data (ωB97M-V with the def2-TZVPD basis set) for a single C3H2ClNS2 molecule.

The geometry in XYZ format:
```
9
Properties=species:S:1:pos:R:3:mulliken_charge:R:1
C 1.439 0.195 0.033 0.342
C 2.339 -0.968 -0.005 0.502
C 0.191 0.074 -0.236 -0.758
N 3.612 -0.801 -0.089 -0.396
S 2.346 1.704 0.138 -0.149
S 4.199 0.675 -0.091 0.063
Cl 1.777 -2.526 0.087 -0.162
H -0.264 1.011 -0.371 0.315
H -0.073 -0.899 -0.625 0.245
```

Properties
Spin multiplicity   1
E_HOMO   -8.1 eV
Lowest unoccupied orbital energy   0.089 eV
Calculated total energy   -1426.78712 a.u.
SMILES   C=C1SSN=C1Cl
Frontier orbital gap   8.1 eV
ΔE to the lowest compared entry with this formula, charge and spin   0.0 kJ/mol

=====

No. 9
Density functional theory data (ωB97M-V with the def2-TZVPD basis set) for a molecular structure, C3H2CoO4.

The geometry in XYZ format:
```
10
Properties=species:S:1:pos:R:3:mulliken_charge:R:1
H 2.136 1.457 -1.134 0.308
C 1.759 0.363 -1.293 0.198
C 0.359 0.886 -1.271 -0.465
O -0.241 0.151 -0.367 -0.154
C -1.418 0.283 0.539 0.927
O -2.263 1.099 0.316 -0.457
O -1.201 -0.608 1.396 -0.673
Co 0.696 -1.196 0.686 0.751
O 2.123 -0.577 -0.363 -0.790
H 1.956 0.089 -2.354 0.356
```

Properties
Spin multiplicity   4
E_HOMO (spin up / spin down)   -9.1 / -9.2 eV
Lowest unoccupied orbital energy (spin up / spin down)   -1.302 / -1.884 eV
Calculated total energy   -1799.09726 a.u.
Frontier orbital gap (spin up / spin down)   7.8 / 7.3 eV
ΔE to the lowest compared entry with this formula, charge and spin   65.1 kJ/mol

=====

No. 10
Density functional theory data (ωB97M-V with the def2-TZVPD basis set) for a molecular structure, C3H2CsFLiO3.

The geometry in XYZ format:
```
11
Properties=species:S:1:pos:R:3:mulliken_charge:R:1
O 0.524 1.059 -1.414 -0.275
C -0.610 0.414 -1.163 0.701
C 1.564 0.253 -0.979 -0.141
O -1.680 0.941 -0.929 -0.555
O -0.320 -0.829 -0.816 -0.267
C 1.060 -0.996 -0.877 -0.126
Cs -4.977 1.244 1.942 0.066
F 0.826 0.012 2.520 -0.894
H 2.571 0.592 -1.196 0.319
H 1.583 -1.875 -0.512 0.356
Li -0.542 -0.816 3.424 0.817
```

Properties
Spin multiplicity   2
E_HOMO (spin up / spin down)   -3.7 / -9.2 eV
Lowest unoccupied orbital energy (spin up / spin down)   -0.571 / -0.157 eV
Calculated total energy   -468.70905 a.u.
Frontier orbital gap (spin up / spin down)   3.1 / 9.0 eV
ΔE to the lowest compared entry with this formula, charge and spin   22.1 kJ/mol

=====

No. 11
Density functional theory data (ωB97M-V with the def2-TZVPD basis set) for a molecular structure, C3H2CsO2.

The geometry in XYZ format:
```
8
Properties=species:S:1:pos:R:3:mulliken_charge:R:1
O 1.634 -0.028 -0.482 -0.621
C 0.586 -0.733 -0.307 0.146
C -0.548 -0.294 0.404 -0.296
C -1.679 0.296 -0.113 -0.081
O -2.777 0.614 0.271 -0.491
Cs 2.794 2.984 0.187 0.905
H -0.407 -1.285 1.075 0.124
H 0.397 -1.555 -1.034 0.315
```

Properties
Spin multiplicity   2
E_HOMO (spin up / spin down)   -4.9 / -6.4 eV
Lowest unoccupied orbital energy (spin up / spin down)   -1.231 / -1.261 eV
Calculated total energy   -285.97292 a.u.
Frontier orbital gap (spin up / spin down)   3.7 / 5.1 eV
ΔE to the lowest compared entry with this formula, charge and spin   113.9 kJ/mol

=====

No. 12
Density functional theory data (ωB97M-V with the def2-TZVPD basis set) for a molecular structure, C3H2CuO3.

The geometry in XYZ format:
```
9
Properties=species:S:1:pos:R:3:mulliken_charge:R:1
O 3.568 0.411 -0.152 -0.275
C 2.441 0.196 -0.120 0.710
O 1.340 -0.200 -0.023 -0.279
O -0.989 1.765 -0.536 -0.577
C -2.126 1.023 -0.351 0.485
C -3.367 1.562 -0.412 -0.479
H -4.253 0.925 -0.361 0.237
H -3.527 2.651 -0.409 0.238
Cu -0.547 0.029 -0.076 -0.059
```

Properties
Spin multiplicity   2
E_HOMO (spin up / spin down)   -7.8 / -7.7 eV
Lowest unoccupied orbital energy (spin up / spin down)   -0.380 / -0.908 eV
Calculated total energy   -1981.60848 a.u.
Frontier orbital gap (spin up / spin down)   7.4 / 6.8 eV
ΔE to the lowest compared entry with this formula, charge and spin   63.2 kJ/mol